Record 1
A 5-piece molecular cluster, H10O5 overall. Source: the Open Molecules 2025 dataset; level of theory: wB97M-V/def2-TZVPD.

```
15
Properties=species:S:1:pos:R:3:nbo_charge:R:1
O 29.141 -4.753 -10.219 -0.96
H 29.307 -4.479 -11.121 0.49
H 29.861 -5.350 -10.014 0.48
O 28.855 -1.438 -9.172 -0.94
H 28.931 -2.384 -9.052 0.48
H 28.171 -1.172 -8.558 0.47
O 30.907 -6.035 -12.891 -0.96
H 31.656 -6.146 -12.306 0.48
H 31.173 -5.339 -13.493 0.47
O 26.514 -5.428 -8.562 -0.95
H 26.076 -4.610 -8.796 0.46
H 27.196 -5.534 -9.226 0.48
O 32.607 -5.745 -10.533 -0.95
H 32.459 -6.630 -10.199 0.48
H 32.689 -5.203 -9.748 0.48
```

The HOMO-LUMO gap comes out at 11.334 eV. The calculation puts the HOMO energy at -11.1 eV. As for the SMILES: O.O.O.O.O. The LUMO energy comes out at 0.19 eV.

Record 2
A 5-piece molecular cluster, H10O5 overall. Source: the Open Molecules 2025 dataset; level of theory: wB97M-V/def2-TZVPD.

```
15
Properties=species:S:1:pos:R:3:nbo_charge:R:1
O -11.406 -41.853 -15.708 -0.96
H -11.719 -42.158 -14.778 0.47
H -10.459 -41.554 -15.562 0.49
O -8.692 -41.368 -16.682 -1.00
H -7.992 -40.983 -16.294 0.49
H -8.703 -42.332 -16.678 0.49
O -9.932 -39.001 -17.530 -0.98
H -10.677 -39.025 -17.044 0.45
H -9.427 -39.903 -17.278 0.49
O -6.136 -40.823 -15.686 -0.93
H -5.685 -40.178 -16.111 0.47
H -5.744 -41.618 -15.926 0.47
O -8.595 -43.979 -16.893 -0.88
H -7.888 -44.041 -16.311 0.46
H -9.251 -43.938 -16.203 0.47
```

The HOMO-LUMO gap comes out at 10.276 eV. The calculation puts the HOMO energy at -10.2 eV. As for the SMILES: O.O.O.O.O. The LUMO energy comes out at 0.05 eV.

Record 3
A 5-piece molecular cluster, H10O5 overall. Source: the Open Molecules 2025 dataset; level of theory: wB97M-V/def2-TZVPD.

```
15
Properties=species:S:1:pos:R:3:nbo_charge:R:1
O 0.071 2.135 0.178 -0.96
H 0.907 2.618 0.147 0.49
H -0.215 2.078 -0.742 0.48
O -0.606 -0.747 0.571 -0.95
H -0.467 0.212 0.570 0.47
H 0.083 -1.092 1.148 0.47
O -2.483 2.359 1.268 -0.95
H -1.508 2.395 1.245 0.48
H -2.740 1.974 0.426 0.46
O 1.738 -3.763 1.690 -0.94
H 1.739 -4.552 1.138 0.47
H 2.043 -3.060 1.107 0.47
O 0.599 -0.548 -2.831 -0.92
H 0.248 -0.224 -3.668 0.47
H 0.591 0.215 -2.247 0.46
```

The HOMO-LUMO gap comes out at 10.825 eV. The calculation puts the HOMO energy at -11.0 eV. As for the SMILES: O.O.O.O.O. The LUMO energy comes out at -0.20 eV.

Record 4
A 5-piece molecular cluster, H10O5 overall. Source: the Open Molecules 2025 dataset; level of theory: wB97M-V/def2-TZVPD.

```
15
Properties=species:S:1:pos:R:3:nbo_charge:R:1
O 6.397 16.469 10.590 -0.96
H 5.845 15.785 10.171 0.49
H 5.933 16.712 11.399 0.47
O 4.966 14.696 8.889 -0.96
H 4.183 14.145 8.772 0.48
H 5.461 14.600 8.067 0.49
O 2.871 17.607 8.719 -0.97
H 2.157 16.964 8.631 0.48
H 3.566 17.138 9.207 0.50
O 3.724 19.603 10.624 -0.96
H 3.243 19.116 9.935 0.48
H 4.415 20.087 10.156 0.47
O 2.289 20.411 7.644 -0.94
H 2.267 19.464 7.469 0.48
H 2.554 20.480 8.567 0.47
```

The HOMO-LUMO gap comes out at 11.101 eV. The calculation puts the HOMO energy at -11.1 eV. As for the SMILES: O.O.O.O.O. The LUMO energy comes out at -0.04 eV.

Record 5
H11LiO6 as an isolated structure. Source: the Open Molecules 2025 dataset; level of theory: wB97M-V/def2-TZVPD.

```
18
Properties=species:S:1:pos:R:3:nbo_charge:R:1
Li -2.254 -1.131 -0.383 0.98
O -0.410 -0.396 -0.242 -1.32
H -0.536 -0.407 0.728 0.44
O 1.302 1.385 0.561 -0.97
H 0.700 0.675 0.322 0.48
H 0.759 2.164 0.424 0.46
O 1.164 -2.625 -0.443 -0.96
H 0.929 -3.163 0.338 0.45
H 0.613 -1.864 -0.265 0.49
O -1.738 1.922 -0.568 -0.99
H -1.215 2.454 -1.263 0.48
H -1.255 1.118 -0.512 0.47
O -0.154 0.143 -3.008 -0.94
H 0.132 -0.767 -3.028 0.46
H -0.505 0.066 -2.076 0.47
O 1.115 0.008 3.244 -0.93
H 0.183 -0.169 3.533 0.46
H 1.168 0.588 2.638 0.47
```

The HOMO-LUMO gap comes out at 9.039 eV. The calculation puts the HOMO energy at -10.8 eV. The LUMO energy comes out at -1.72 eV.

Record 6
A 5-piece molecular cluster, H11NO4 overall. Source: the Open Molecules 2025 dataset; level of theory: wB97M-V/def2-TZVPD.

```
16
Properties=species:S:1:pos:R:3:nbo_charge:R:1
N -1.120 0.026 -1.266 -1.05
H -0.368 -0.414 -0.687 0.36
H -0.782 -0.255 -2.158 0.36
H -1.808 -0.536 -1.070 0.34
H 0.483 2.626 -0.058 0.46
H -0.187 2.520 -1.375 0.48
O 0.182 3.146 -0.788 -0.94
H 0.494 -0.045 1.831 0.52
H 1.992 0.783 1.507 0.50
O 1.433 -0.055 1.491 -1.02
H -1.521 -1.563 2.206 0.48
H -2.439 -0.493 1.643 0.48
O -1.599 -0.856 1.572 -0.95
H 1.610 -1.039 -0.531 0.48
H 1.912 -2.358 -0.961 0.46
O 1.718 -1.487 -1.355 -0.94
```

The HOMO-LUMO gap comes out at 10.564 eV. The calculation puts the HOMO energy at -10.3 eV. As for the SMILES: N.O.O.O.O. The LUMO energy comes out at 0.22 eV.

Record 7
A 5-piece molecular cluster, H11O5 overall. Source: the Open Molecules 2025 dataset; level of theory: wB97M-V/def2-TZVPD.

```
16
Properties=species:S:1:pos:R:3:nbo_charge:R:1
O 2.783 0.718 -0.741 -1.02
H 2.585 0.428 -1.643 0.47
H 3.397 1.463 -0.816 0.47
O -4.408 -2.983 -1.208 -0.95
H -4.013 -3.292 -0.388 0.47
H -4.941 -3.701 -1.561 0.47
O 2.269 -2.872 1.197 -0.94
H 2.687 -2.055 1.497 0.46
H 1.570 -2.988 1.852 0.46
O -1.215 3.169 0.027 -1.01
H -1.644 3.710 -0.647 0.48
H -1.720 3.315 0.823 0.48
O 0.683 1.315 0.712 -1.07
H 1.592 1.043 0.347 0.51
H 0.322 2.148 0.289 0.50
H 0.054 0.584 0.261 0.20
```

Its spin multiplicity is 2. The HOMO-LUMO gap (alpha / beta) comes out at 4.365 / 11.555 eV. The calculation puts the HOMO energy (alpha / beta) at -3.7 / -11.2 eV. The LUMO energy (alpha / beta) comes out at 0.70 / 0.36 eV.

Record 8
H11O5 as an isolated structure. Source: the Open Molecules 2025 dataset; level of theory: wB97M-V/def2-TZVPD.

```
16
Properties=species:S:1:pos:R:3:nbo_charge:R:1
O 0.813 -1.277 -0.357 -0.87
H 1.573 -0.961 0.117 0.54
H 1.061 -1.657 -1.207 0.53
O -1.383 1.265 -2.693 -0.95
H -1.802 0.634 -3.294 0.50
H -2.053 1.956 -2.635 0.49
O 3.115 -1.619 1.182 -0.96
H 3.333 -2.501 1.501 0.50
H 2.890 -1.117 1.964 0.48
O -1.705 0.682 2.025 -0.93
H -1.126 1.209 2.583 0.51
H -2.522 1.142 1.819 0.51
O -0.426 0.784 -0.220 -0.91
H 0.051 -0.276 -0.345 0.51
H -0.840 1.031 -1.077 0.54
H -0.979 0.706 0.638 0.53
```

The HOMO-LUMO gap comes out at 12.363 eV. The calculation puts the HOMO energy at -15.5 eV. The LUMO energy comes out at -3.13 eV. Its net charge is +1.

Energy above the lowest of the compared OMol25 structures with the same formula, charge and spin values (in kcal/mol) by entry order: 22.73, 47.13, 31.72, 22.36, 27.23, 37.82, 17.45, 14.97.